(1)
An isolated ion of composition C5H10NS and charge +1 at a distorted geometry, computed with wB97M-V/def2-TZVPD.

Structure (XYZ):
```
17
C5H10NS, DFT wB97M-V/def2-TZVPD
S 2.80 -0.89 -1.74
C 1.32 0.30 -1.78
C 0.65 -0.07 -0.46
C -0.62 0.83 0.00
C -1.08 0.27 1.17
N -1.91 -0.71 1.39
C -1.39 0.04 2.57
H 2.69 -1.43 -2.86
H 0.80 0.08 -2.76
H 1.86 1.23 -1.99
H 1.40 0.01 0.28
H 0.50 -1.15 -0.42
H -0.25 1.86 0.11
H -1.38 0.76 -0.84
H -2.44 -1.47 0.93
H -0.79 -0.37 3.42
H -2.15 0.70 3.00
```

Properties
orbital gap = 7.409 eV
SMILES = SCCCC1=[NH+]C1
relative energy (zero: lowest compared OMol25 entry of this formula, charge and spin) = 95.5 kcal/mol
2S+1 = 1
charge = +1

***

(2)
A 10-piece molecular cluster, C6H32O10 overall at a distorted geometry, computed with wB97M-V/def2-TZVPD.

Structure (XYZ):
```
48
C6H32O10, DFT wB97M-V/def2-TZVPD
C -1.07 4.14 1.74
C -0.01 3.07 2.01
C -0.32 2.29 3.31
C 0.29 2.06 0.85
C -1.02 1.50 0.26
C -0.81 0.16 -0.36
O -1.03 0.20 -1.79
H -0.89 4.88 0.97
H -1.10 4.81 2.67
H -2.11 3.76 1.65
H 1.00 3.58 2.06
H 0.54 2.33 4.10
H -0.80 1.33 3.24
H -0.97 2.76 3.99
H 0.85 1.25 1.33
H 1.00 2.52 0.15
H -1.68 1.50 1.19
H -1.67 2.22 -0.28
H 0.24 -0.16 -0.39
H -1.44 -0.66 0.05
H -1.30 1.08 -2.12
O -2.70 -1.13 4.05
H -2.75 -1.03 3.08
H -2.15 -1.92 3.97
O -2.36 -2.24 1.35
H -2.01 -2.41 0.47
H -3.30 -2.12 1.26
O -1.61 -3.14 -1.15
H -1.38 -2.40 -1.73
H -0.74 -3.48 -0.89
O 0.96 -1.29 -3.76
H 1.75 -1.81 -3.81
H 0.91 -0.48 -3.27
O -3.38 -0.69 -2.60
H -2.86 -1.27 -3.20
H -2.54 -0.27 -2.17
O 4.03 -1.47 1.87
H 4.32 -1.12 1.05
H 3.13 -1.24 2.10
O 1.55 1.85 -2.01
H 2.22 2.53 -1.99
H 1.07 2.03 -2.83
O 3.18 -3.16 -1.76
H 3.13 -3.78 -1.03
H 3.44 -2.29 -1.43
O 3.57 -0.05 -0.77
H 2.65 0.22 -0.78
H 3.60 -0.61 -1.58
```

Properties
orbital gap = 10.407 eV
SMILES = CC(C)CCCO.O.O.O.O.O.O.O.O.O
relative energy (zero: lowest compared OMol25 entry of this formula, charge and spin) = 66.8 kcal/mol
2S+1 = 1
charge = 0

***

(3)
One molecule with the formula C21H28N4O2S at a distorted geometry, computed with wB97M-V/def2-TZVPD.

Structure (XYZ):
```
56
C21H28N4O2S, DFT wB97M-V/def2-TZVPD
C -5.00 -1.56 -0.45
O -3.62 -2.10 -0.79
C -2.63 -1.79 0.11
C -2.96 -1.12 1.18
C -1.93 -1.13 2.30
C -0.67 -1.66 1.87
C -0.42 -2.51 0.50
N 0.63 -2.90 0.26
C 1.95 -2.89 1.02
C 2.57 -1.29 0.72
N 2.88 -1.49 -0.85
C 3.51 -0.34 -1.17
C 4.13 0.52 -0.22
O 5.20 0.69 0.18
N 3.29 1.70 0.19
C 1.82 1.81 0.14
N 1.08 1.19 -0.96
C -0.30 1.67 -0.64
C -0.48 2.58 0.24
S 0.90 2.92 1.25
C -1.83 3.20 0.22
C -2.87 1.97 -0.23
C -4.21 2.99 -0.19
C -2.50 1.84 -1.80
C -1.18 1.05 -1.70
C 1.66 -1.91 -1.52
C 1.09 -3.30 -1.00
C -1.51 -2.49 -0.21
H -5.42 -2.05 0.49
H -4.91 -0.53 -0.35
H -5.63 -1.75 -1.17
H -3.93 -0.67 1.48
H -1.89 -0.48 3.03
H 0.14 -1.22 2.53
H 1.73 -2.64 2.15
H 2.66 -3.48 0.90
H 3.48 -1.09 1.15
H 1.68 -0.52 0.94
H 4.53 -0.75 -1.69
H 2.77 0.31 -1.73
H 3.48 2.34 1.04
H -1.92 3.09 1.52
H -1.90 4.09 0.09
H -2.93 1.22 0.57
H -5.09 2.16 -0.49
H -4.50 2.99 0.95
H -4.23 3.88 -0.75
H -3.24 1.56 -2.16
H -2.26 2.82 -2.36
H -0.82 0.84 -2.75
H -1.47 -0.08 -1.40
H 2.21 -2.14 -2.52
H 1.12 -1.23 -1.53
H 0.19 -3.39 -1.72
H 2.03 -4.03 -1.07
H -1.34 -2.97 -1.19
```

Properties
orbital gap = 7.695 eV
SMILES = COc1cccc(N2CCN(CC(=O)Nc3nc4c(s3)C[C@@H](C)CC4)CC2)c1
relative energy (zero: lowest compared OMol25 entry of this formula, charge and spin) = 487.8 kcal/mol
2S+1 = 1
charge = 0

***

(4)
One molecule with the formula C4H8O2 at a distorted geometry, computed with wB97M-V/def2-TZVPD.

Structure (XYZ):
```
14
C4H8O2, DFT wB97M-V/def2-TZVPD
C -0.01 -1.46 -0.50
C 0.54 -0.28 -0.23
C 2.04 -0.05 -0.22
O -0.22 0.83 0.02
C -1.57 0.61 0.35
O -2.19 1.84 0.54
H -1.08 -1.56 -0.59
H 0.61 -2.32 -0.69
H 2.41 0.34 0.73
H 2.54 -1.00 -0.42
H 2.34 0.65 -1.01
H -1.59 -0.03 1.25
H -2.13 0.11 -0.45
H -1.69 2.31 1.22
```

Properties
orbital gap = 9.945 eV
SMILES = C=C(C)OCO
relative energy (zero: lowest compared OMol25 entry of this formula, charge and spin) = 37.1 kcal/mol
2S+1 = 1
charge = 0

***

(5)
A 2-piece molecular cluster, C18H28N2O5PS overall at a distorted geometry, computed with wB97M-V/def2-TZVPD.

Structure (XYZ):
```
55
C18H28N2O5PS, DFT wB97M-V/def2-TZVPD
C -1.62 1.17 4.95
C -0.76 0.24 4.13
C 0.15 0.94 2.92
C -0.27 0.74 1.32
C -1.63 -0.20 1.06
C -1.21 -1.78 1.01
O 0.26 -1.80 0.71
C 0.56 -2.94 -0.20
O 1.32 -3.93 0.34
C 0.06 -2.98 -1.78
C -0.35 -4.53 -2.23
C 0.59 1.42 0.06
P -0.04 1.02 -1.70
C -1.59 2.03 -2.19
C -2.62 0.95 -2.95
C 1.33 1.05 -3.02
C 0.58 0.74 -4.48
C 1.87 2.35 0.46
C 2.74 3.10 -0.71
O 3.79 4.02 -0.21
O 4.97 3.46 -0.22
C 2.25 2.51 2.07
N 3.38 3.27 2.74
S 3.41 3.12 4.50
N 2.00 2.09 4.79
C 1.45 1.83 3.38
H -1.36 2.30 5.12
H -2.64 0.77 5.40
H -0.81 -0.91 4.35
H -2.44 0.04 1.91
H -2.17 0.11 0.04
H -1.85 -2.32 0.18
H -1.43 -2.27 2.07
H -0.92 -2.33 -1.96
H 0.87 -2.62 -2.54
H 0.56 -5.27 -2.06
H -1.30 -4.93 -1.62
H -0.59 -4.52 -3.39
H -1.36 2.97 -2.87
H -2.11 2.35 -1.17
H -2.92 1.30 -4.03
H -2.01 -0.07 -3.11
H -3.54 0.65 -2.27
H 2.19 0.29 -2.79
H 1.84 2.12 -3.17
H 1.40 0.86 -5.32
H 0.06 -0.31 -4.48
H -0.23 1.60 -4.61
H 3.24 2.30 -1.40
H 2.03 3.76 -1.41
H 4.99 2.71 0.46
O -2.53 -3.90 3.49
H -3.46 -4.22 3.35
H -1.94 -4.15 2.74
H -2.17 -4.22 4.36
```

Properties
orbital gap = 4.556 eV
2S+1 = 1
charge = +1

***

(6)
C6H13NO as an isolated structure at a distorted geometry, computed with wB97M-V/def2-TZVPD.

Structure (XYZ):
```
21
C6H13NO, DFT wB97M-V/def2-TZVPD
C -0.94 0.19 2.70
N -1.39 0.41 1.32
C -0.41 0.23 0.31
C -0.88 -0.14 -1.08
C 0.17 -0.73 -2.03
C 1.03 -1.77 -1.32
C 0.75 1.19 0.28
O 1.75 1.15 -0.44
H -0.37 1.02 3.10
H -1.80 -0.12 3.30
H -0.21 -0.63 2.66
H -2.21 -0.11 1.06
H 0.65 0.12 1.03
H -1.25 0.78 -1.51
H -1.76 -0.80 -1.01
H 0.73 0.11 -2.42
H -0.29 -1.30 -2.83
H 1.65 -1.29 -0.56
H 0.42 -2.55 -0.87
H 1.73 -2.31 -1.97
H 0.41 2.20 0.58
```

Properties
orbital gap = 8.489 eV
relative energy (zero: lowest compared OMol25 entry of this formula, charge and spin) = 106.8 kcal/mol
2S+1 = 1
charge = 0

***

(7)
A 8-piece molecular cluster, C31H59ClO9 overall at a distorted geometry, computed with wB97M-V/def2-TZVPD.

Structure (XYZ):
```
100
C31H59ClO9, DFT wB97M-V/def2-TZVPD
C -5.54 -1.92 1.72
C -4.14 -1.67 2.34
C -3.79 -0.17 2.41
Cl -4.58 0.63 3.81
C -2.29 0.00 2.41
C -1.65 0.96 1.73
C -0.13 0.96 1.81
O 0.49 1.97 1.93
C 0.49 -0.43 1.79
C 1.77 -0.76 1.03
C 2.10 0.36 0.05
C 3.21 1.16 0.34
C 3.57 2.22 -0.49
C 2.81 2.46 -1.64
C 1.70 1.67 -1.92
C 1.32 0.62 -1.08
C 0.07 -0.19 -1.42
C -0.15 -1.36 2.50
C -1.43 -0.98 3.20
O -1.74 -1.39 4.28
H -5.45 -2.65 0.92
H -6.25 -2.27 2.46
H -5.91 -1.00 1.27
H -4.01 -2.13 3.32
H -3.40 -2.09 1.65
H -4.16 0.26 1.48
H -2.18 1.69 1.15
H 2.61 -1.02 1.67
H 1.54 -1.63 0.40
H 3.78 0.93 1.23
H 4.43 2.82 -0.22
H 3.11 3.28 -2.27
H 1.14 1.92 -2.82
H -0.79 0.47 -1.31
H -0.02 -1.01 -0.70
H 0.08 -0.55 -2.45
H 0.18 -2.39 2.60
C 4.38 -2.09 5.48
C 4.60 -0.90 4.56
O 3.53 -0.76 3.63
H 4.29 -3.01 4.90
H 5.21 -2.20 6.18
H 3.46 -1.97 6.05
H 5.51 -1.03 3.98
H 4.69 0.02 5.14
H 2.72 -0.63 4.13
C -8.66 2.56 4.28
C -8.68 1.04 4.33
O -8.00 0.47 3.22
H -9.12 2.91 3.35
H -9.19 2.99 5.13
H -7.63 2.93 4.29
H -9.70 0.67 4.30
H -8.21 0.68 5.26
H -7.08 0.78 3.24
C 8.35 3.09 0.32
C 7.22 3.57 1.21
O 6.13 2.65 1.19
H 8.00 2.97 -0.70
H 9.18 3.81 0.33
H 8.73 2.12 0.66
H 6.83 4.52 0.86
H 7.57 3.69 2.24
H 6.45 1.80 1.51
C 1.76 -3.94 -2.92
C 2.45 -2.60 -2.70
O 2.85 -2.44 -1.34
H 0.89 -4.03 -2.28
H 1.44 -4.04 -3.96
H 2.43 -4.76 -2.68
H 1.78 -1.78 -2.93
H 3.33 -2.51 -3.35
H 3.47 -3.15 -1.13
C 2.86 -0.53 -6.92
C 1.43 -0.69 -6.42
O 1.35 -0.47 -5.02
H 3.52 -1.23 -6.40
H 2.92 -0.71 -7.99
H 3.22 0.47 -6.70
H 1.06 -1.69 -6.61
H 0.77 0.02 -6.94
H 1.66 0.43 -4.84
C 4.94 3.33 -8.45
C 3.52 3.16 -7.95
O 3.44 3.36 -6.54
H 5.61 2.63 -7.94
H 5.01 3.16 -9.53
H 5.31 4.33 -8.23
H 3.16 2.15 -8.15
H 2.85 3.87 -8.45
H 3.75 4.25 -6.35
C -9.51 -2.48 2.58
C -9.11 -2.78 4.01
O -9.75 -3.95 4.51
H -10.59 -2.35 2.51
H -9.02 -1.58 2.22
H -9.24 -3.31 1.92
H -9.39 -1.96 4.67
H -8.02 -2.91 4.09
H -9.50 -4.68 3.95
```

Properties
orbital gap = 7.844 eV
SMILES = CC[C@@H](Cl)C1=CC(=O)C(Cc2ccccc2C)=CC1=O.CCO.CCO.CCO.CCO.CCO.CCO.CCO
2S+1 = 1
charge = 0

***

(8)
C39H41Cl2F2FeN6O2S2Sb as an isolated structure at a distorted geometry, computed with wB97M-V/def2-TZVPD.

Structure (XYZ):
```
96
C39H41Cl2F2FeN6O2S2Sb, DFT wB97M-V/def2-TZVPD
Fe -0.91 -0.01 -0.99
S -1.07 1.66 0.80
C -0.85 3.13 -0.19
N -0.75 4.31 0.34
N -0.93 4.38 1.65
C -0.60 5.49 2.39
C 0.00 6.61 1.81
C 0.30 7.71 2.59
C 0.01 7.72 3.94
C -0.58 6.61 4.52
C -0.88 5.49 3.76
N -0.81 3.06 -1.53
N -0.79 1.95 -2.12
C -0.97 2.00 -3.49
C -0.63 0.88 -4.25
C -0.90 0.85 -5.61
C -1.46 1.95 -6.24
C -1.71 3.10 -5.51
C -1.47 3.14 -4.15
H -1.22 3.52 2.11
H 0.22 6.58 0.75
H 0.77 8.57 2.13
H 0.26 8.59 4.55
H -0.82 6.61 5.58
H -1.34 4.62 4.21
H -0.16 0.04 -3.76
H -0.65 -0.04 -6.17
H -1.68 1.91 -7.30
H -2.12 3.97 -6.01
H -1.68 4.02 -3.57
S -1.43 -1.69 1.21
C -2.94 -1.18 0.60
C -4.18 -1.56 1.15
C -5.34 -1.04 0.63
C -5.27 -0.16 -0.46
C -4.03 0.15 -0.96
N -2.90 -0.35 -0.46
H -4.18 -2.24 1.99
H -6.30 -1.31 1.05
H -6.16 0.26 -0.90
H -3.90 0.82 -1.81
Cl 3.27 -3.34 -2.16
C 2.62 -4.33 -0.90
C 3.44 -4.65 0.17
C 2.95 -5.35 1.25
C 1.61 -5.69 1.30
C 0.80 -5.38 0.23
Cl -0.88 -5.80 0.31
C 1.27 -4.73 -0.93
N 0.36 -4.48 -1.94
C 0.49 -4.44 -3.31
C 1.55 -5.08 -3.95
C 1.67 -5.08 -5.33
C 0.72 -4.42 -6.10
C -0.37 -3.84 -5.48
C -0.53 -3.86 -4.10
C -1.80 -3.30 -3.51
C -1.63 -1.96 -2.76
O -2.29 -0.97 -3.09
O -0.80 -1.96 -1.79
H 4.47 -4.32 0.15
H 3.60 -5.61 2.08
H 1.19 -6.20 2.16
H -0.50 -4.08 -1.59
H 2.28 -5.61 -3.35
H 2.49 -5.59 -5.80
H 0.82 -4.39 -7.18
H -1.13 -3.36 -6.09
H -2.23 -4.01 -2.79
H -2.53 -3.12 -4.30
C 3.03 -1.85 3.48
C 3.15 -0.33 3.50
Sb 1.28 0.52 2.71
C 1.87 2.63 2.97
C 2.78 2.98 4.14
C 0.09 0.22 4.54
C 0.77 0.45 5.89
H 3.97 -2.34 3.77
H 2.77 -2.20 2.48
H 2.25 -2.19 4.16
H 3.96 0.01 2.86
H 3.34 0.04 4.51
H 0.95 3.21 3.02
H 2.37 2.90 2.03
H 2.28 2.84 5.10
H 3.09 4.03 4.09
H 3.68 2.36 4.14
H -0.26 -0.81 4.46
H -0.78 0.87 4.44
H 1.69 -0.14 5.98
H 0.11 0.15 6.71
H 1.03 1.50 6.03
F 1.57 -0.23 -2.33
C 1.06 0.10 -1.09
F 1.52 -0.89 -0.25
H 1.56 1.03 -0.78
```

Properties
<S²> = 1.2346
orbital gap (spin up / spin down) = 5.763 / 5.818 eV
relative energy (zero: lowest compared OMol25 entry of this formula, charge and spin) = 0.0 kcal/mol
2S+1 = 2
charge = -1

***

(9)
One molecule with the formula CH4INS at a distorted geometry, computed with wB97M-V/def2-TZVPD.

Structure (XYZ):
```
8
CH4INS, DFT wB97M-V/def2-TZVPD
C -0.11 0.21 1.10
N -0.94 -0.22 -1.30
S 0.35 0.48 -0.67
I 2.37 -1.09 -0.83
H -1.14 -0.37 0.93
H -0.39 1.16 1.41
H 0.69 -0.16 1.61
H -0.83 0.00 -2.24
```

Properties
orbital gap (spin up / spin down) = 8.040 / 8.040 eV
relative energy (zero: lowest compared OMol25 entry of this formula, charge and spin) = 29.3 kcal/mol
2S+1 = 1
charge = 0

***

Number 1: E_tot -649.07313 Eh. Number 2: E_tot -1000.11118 Eh. Number 3: E_tot -1584.00194 Eh. Number 4: E_tot -307.65324 Eh. Number 5: E_tot -1926.82432 Eh. Number 6: E_tot -366.26376 Eh. Number 7: E_tot -2353.83349 Eh. Number 8: E_tot -5410.21982 Eh. Number 9: E_tot -791.06966 Eh.